No. 1
{
  "formula": "C21H18Co2NO6",
  "method": "ωB97M-V/def2-TZVPD",
  "lumo_ha": 0.0611,
  "fmax_ev_per_a": 5.4,
  "total_charge": -1,
  "total_energy_ev": -111088.75224,
  "gap_ev": 5.00,
  "spin_multiplicity": 1,
  "symbols": ["Co", "Co", "O", "O", "O", "O", "O", "O", "N", "C", "C", "C", "C", "C", "C", "C", "C", "C", "C", "C", "C", "C", "C", "C", "C", "C", "C", "C", "C", "C", "H", "H", "H", "H", "H", "H", "H", "H", "H", "H", "H", "H", "H", "H", "H", "H", "H", "H"],
  "coordinates": [[-0.55, 5.97, 3.09], [-1.82, 5.55, 0.19], [1.83, 5.10, 4.59], [-0.78, 8.92, 3.08], [-4.21, 4.01, 1.05], [-3.03, 4.87, 4.29], [-0.98, 4.68, -2.50], [-2.56, 8.41, 0.22], [-0.17, 0.52, 0.80], [-0.52, 4.52, 1.52], [2.24, 0.44, 0.45], [3.36, -1.73, 0.40], [-3.29, 4.61, 0.71], [-0.12, 5.86, 1.15], [-2.07, 5.30, 3.84], [-2.18, -2.46, 0.22], [-1.25, -0.20, 0.96], [3.39, -0.34, 0.30], [1.03, -0.20, 0.73], [2.14, -2.38, 0.67], [0.31, 3.47, 1.45], [0.89, 5.45, 4.02], [-2.29, 7.29, 0.20], [-2.60, 0.43, 0.97], [-1.23, -1.68, 1.09], [-1.33, 5.02, -1.46], [-0.70, 7.77, 3.10], [-3.58, -1.86, 0.40], [1.04, -1.60, 0.85], [-3.60, -0.35, 0.10], [-1.42, -1.95, 2.13], [4.33, 0.15, 0.09], [-3.35, -0.19, -0.95], [0.06, -2.07, 1.56], [-3.92, -2.03, 1.43], [2.30, 1.52, 0.34], [2.17, -3.48, 0.75], [1.32, 3.51, 1.93], [-4.62, 0.05, 0.24], [-4.31, -2.39, -0.23], [4.26, -2.31, 0.26], [-2.52, 1.47, 0.63], [-0.10, -2.03, 0.36], [-2.96, 0.48, 2.01], [0.03, 2.46, 1.13], [-2.19, -3.54, 0.46], [0.86, 5.86, 0.58], [-1.91, -2.42, -0.85]]
}

No. 2
{
  "formula": "C5H13NS",
  "method": "ωB97M-V/def2-TZVPD",
  "lumo_ha": 0.0357,
  "fmax_ev_per_a": 4.2,
  "smiles": "CCNCCCS",
  "total_charge": 0,
  "total_energy_ev": -17719.55160,
  "gap_ev": 9.62,
  "spin_multiplicity": 1,
  "symbols": ["S", "N", "C", "C", "C", "C", "C", "H", "H", "H", "H", "H", "H", "H", "H", "H", "H", "H", "H", "H"],
  "coordinates": [[-2.01, -1.88, -0.88], [0.66, 1.13, -0.45], [-1.19, -1.08, 0.66], [1.59, 3.23, 0.93], [1.61, 1.77, 0.53], [0.92, -0.28, -0.66], [0.34, -1.06, 0.50], [2.42, 3.57, 1.51], [-1.37, -1.69, 1.62], [-2.36, -3.00, -0.17], [0.84, -2.06, 0.65], [0.62, 1.69, -1.32], [0.66, 3.40, 1.48], [2.07, -0.43, -0.48], [2.65, 1.63, 0.03], [-1.75, -0.10, 0.88], [0.44, -0.54, 1.45], [1.49, 1.07, 1.42], [0.63, -0.65, -1.64], [1.44, 3.74, -0.06]]
}

No. 3
{
  "formula": "C4H4O4",
  "method": "ωB97M-V/def2-TZVPD",
  "lumo_ha": -0.0571,
  "fmax_ev_per_a": 3.9,
  "total_charge": 0,
  "total_energy_ev": -12399.60242,
  "gap_ev": 7.05,
  "spin_multiplicity": 1,
  "symbols": ["O", "O", "O", "O", "C", "C", "C", "C", "H", "H", "H", "H"],
  "coordinates": [[0.03, 1.73, -1.40], [-0.24, -0.72, 0.90], [-2.31, -1.00, -0.55], [-2.18, 0.82, 0.82], [-0.17, 0.73, -0.78], [0.60, -0.05, 0.20], [-1.69, -0.16, 0.03], [2.01, -0.46, 0.04], [-3.14, 0.83, 0.73], [2.61, 0.37, -0.33], [2.09, -1.30, -0.66], [2.39, -0.80, 1.01]]
}

No. 4
{
  "formula": "C17H39BN7O8S4",
  "method": "ωB97M-V/def2-TZVPD",
  "lumo_ha": -0.0898,
  "fmax_ev_per_a": 1.0,
  "total_charge": 1,
  "total_energy_ev": -89082.17365,
  "gap_ev": 9.42,
  "spin_multiplicity": 1,
  "symbols": ["S", "S", "S", "S", "O", "O", "O", "O", "O", "O", "O", "O", "N", "N", "N", "N", "N", "N", "N", "C", "C", "C", "C", "C", "C", "C", "C", "C", "C", "C", "C", "C", "C", "C", "C", "C", "B", "H", "H", "H", "H", "H", "H", "H", "H", "H", "H", "H", "H", "H", "H", "H", "H", "H", "H", "H", "H", "H", "H", "H", "H", "H", "H", "H", "H", "H", "H", "H", "H", "H", "H", "H", "H", "H", "H", "H"],
  "coordinates": [[-1.83, 3.87, -3.81], [4.07, -2.20, 5.49], [-0.53, -0.19, -3.48], [2.14, -3.00, 0.13], [2.84, -2.44, 4.76], [2.76, -2.00, -0.71], [-6.79, 3.84, -0.96], [-1.47, -0.02, -4.56], [-0.99, -0.20, -2.10], [-0.06, 4.06, -1.48], [2.44, -4.40, -0.04], [4.42, -0.85, 5.86], [-5.73, 1.76, -0.18], [-4.65, 3.20, -2.00], [-4.89, 3.26, -3.39], [0.08, 4.18, 1.29], [-1.35, 3.82, -1.17], [-2.30, 3.68, -2.19], [-3.23, 3.40, -0.18], [0.79, 1.02, -3.66], [5.96, -4.08, 5.55], [0.36, -2.75, 0.08], [1.65, -1.09, -4.60], [-1.94, 3.64, -0.01], [4.78, -4.54, 6.42], [-4.33, 0.76, -3.37], [2.35, -2.53, 1.84], [4.11, -3.27, 6.92], [1.15, -1.65, 2.15], [2.07, 0.21, -3.91], [-0.06, -2.35, 1.50], [0.47, -1.63, -3.80], [-4.60, 2.03, -4.17], [-3.45, 3.42, -1.51], [5.43, -2.98, 4.61], [-1.31, 3.71, 1.34], [-5.78, 2.94, -1.02], [-0.12, -2.37, -4.33], [-2.56, 4.92, -4.22], [2.77, 0.78, -4.52], [2.47, -1.81, -4.63], [-1.89, 4.46, 1.89], [-3.97, 0.02, -4.09], [0.53, 1.66, -4.50], [0.42, 4.20, 2.24], [4.71, -2.76, 7.68], [-1.44, 2.74, 1.82], [-6.97, 4.34, -1.77], [-5.47, 1.85, -4.81], [0.84, 1.61, -2.74], [0.65, 3.48, 0.83], [3.31, -2.02, 1.96], [2.56, -0.02, -2.97], [-3.77, 2.21, -4.84], [1.34, -0.90, -5.63], [-5.84, 3.56, -3.54], [-0.12, -3.68, -0.24], [2.34, -3.44, 2.44], [-5.25, 0.35, -2.96], [0.15, -1.96, -0.63], [6.17, -2.22, 4.39], [0.80, -2.02, -2.84], [5.11, -5.16, 7.25], [5.03, -3.39, 3.69], [0.09, 5.01, -1.33], [-5.60, 2.02, 0.79], [1.03, -1.52, 3.22], [3.09, -3.41, 7.28], [-0.31, -3.24, 2.08], [1.29, -0.66, 1.70], [-3.57, 0.88, -2.60], [4.08, -5.12, 5.82], [6.75, -3.67, 6.18], [-0.94, -1.71, 1.48], [6.38, -4.90, 4.98], [-6.64, 1.29, -0.19]]
}

No. 5
{
  "formula": "C3H7FN2O",
  "method": "ωB97M-V/def2-TZVPD",
  "lumo_ha": 0.0337,
  "fmax_ev_per_a": 5.1,
  "smiles": "CCN(F)C(N)=O",
  "total_charge": 0,
  "total_energy_ev": -10967.25644,
  "gap_ev": 10.60,
  "spin_multiplicity": 1,
  "symbols": ["F", "O", "N", "N", "C", "C", "C", "H", "H", "H", "H", "H", "H", "H"],
  "coordinates": [[0.33, 1.59, 0.05], [1.86, -1.61, -0.10], [0.21, 0.14, 0.03], [2.53, 0.51, 0.08], [1.63, -0.41, -0.11], [-1.11, -0.22, -0.57], [-2.12, -0.32, 0.56], [-0.94, -1.13, -1.22], [-1.28, 0.58, -1.35], [2.29, 1.42, 0.28], [-1.97, 0.67, 1.07], [-1.75, -1.11, 1.10], [3.54, 0.30, -0.22], [-3.22, -0.40, 0.40]]
}

No. 6
{
  "formula": "C16H29N6NaSSi",
  "method": "ωB97M-V/def2-TZVPD",
  "lumo_ha": -0.0041,
  "fmax_ev_per_a": 1.2,
  "total_charge": 0,
  "total_energy_ev": -49133.96088,
  "gap_ev": 5.79,
  "spin_multiplicity": 1,
  "symbols": ["S", "Si", "Na", "N", "N", "N", "N", "N", "N", "C", "C", "C", "C", "C", "C", "C", "C", "C", "C", "C", "C", "C", "C", "C", "C", "H", "H", "H", "H", "H", "H", "H", "H", "H", "H", "H", "H", "H", "H", "H", "H", "H", "H", "H", "H", "H", "H", "H", "H", "H", "H", "H", "H", "H"],
  "coordinates": [[-1.75, 0.52, 2.01], [0.72, -3.46, -0.03], [0.07, -0.45, 0.10], [-1.58, 2.84, 0.69], [-3.59, -2.38, -1.29], [-2.25, -0.30, -1.41], [1.45, -2.02, 0.45], [-0.94, 2.18, -0.37], [-2.70, 2.89, 2.67], [2.29, -1.67, 1.46], [-2.90, -1.26, -1.38], [-0.99, -3.62, 0.79], [-4.88, -3.73, -2.89], [1.58, -5.12, 0.19], [3.89, -2.16, 3.24], [4.08, -0.81, 3.51], [3.03, -2.59, 2.25], [0.33, -3.26, -1.87], [3.37, 0.12, 2.76], [-1.99, 2.15, 1.77], [-3.48, -3.42, -2.32], [-4.78, -2.45, -0.44], [-5.79, -2.51, -2.76], [-6.05, -2.20, -1.28], [2.50, -0.30, 1.76], [-2.88, 2.43, 3.54], [2.62, -5.04, -0.16], [4.44, -2.90, 3.82], [-6.85, -2.83, -0.89], [-1.53, -2.67, 0.73], [-5.32, -4.58, -2.36], [-4.79, -3.45, -0.01], [-0.17, -4.14, -2.30], [-4.78, -4.03, -3.93], [-0.53, 2.87, -0.98], [-2.08, 3.69, 0.47], [1.09, -5.91, -0.38], [-1.62, -4.38, 0.31], [2.91, -3.65, 2.06], [-2.81, -3.06, -3.09], [3.49, 1.18, 2.94], [-1.60, 1.60, -0.88], [-0.91, -3.88, 1.85], [-0.33, -2.39, -2.03], [-5.30, -1.66, -3.23], [1.61, -5.43, 1.24], [-6.38, -1.16, -1.17], [-4.68, -1.75, 0.38], [1.97, 0.44, 1.18], [-2.56, 3.89, 2.70], [1.25, -3.08, -2.44], [-6.73, -2.67, -3.28], [4.76, -0.48, 4.29], [-3.03, -4.31, -1.87]]
}

What did the third record say?
{
  "formula": "C4H4O4",
  "method": "ωB97M-V/def2-TZVPD",
  "lumo_ha": -0.0571,
  "fmax_ev_per_a": 3.9,
  "total_charge": 0,
  "total_energy_ev": -12399.60242,
  "gap_ev": 7.05,
  "spin_multiplicity": 1,
  "symbols": ["O", "O", "O", "O", "C", "C", "C", "C", "H", "H", "H", "H"],
  "coordinates": [[0.03, 1.73, -1.40], [-0.24, -0.72, 0.90], [-2.31, -1.00, -0.55], [-2.18, 0.82, 0.82], [-0.17, 0.73, -0.78], [0.60, -0.05, 0.20], [-1.69, -0.16, 0.03], [2.01, -0.46, 0.04], [-3.14, 0.83, 0.73], [2.61, 0.37, -0.33], [2.09, -1.30, -0.66], [2.39, -0.80, 1.01]]
}